Run 1
Formula: C4H10O
Source: OMol25
Level of theory: ωB97M-V with the def2-TZVPD basis set

```
! wB97M-V def2-TZVPD RIJCOSX def2/J DEFGRID3
* xyz 0 1
C 1.05809 0.12638 1.38626
C 0.05165 0.23202 0.17266
C -1.18265 -0.63057 0.42364
C 0.29884 -0.19839 -1.63313
O -0.22346 1.58684 -0.05040
H 1.09141 -0.87283 1.84282
H 2.06627 0.42649 1.10858
H 0.78691 0.79707 2.23310
H -1.17135 -1.24759 1.32576
H -2.10884 -0.05556 0.35845
H -1.14197 -1.29048 -0.42484
H 0.31188 -1.27198 -1.83498
H -0.58162 0.12271 -2.27451
H 1.15010 0.25108 -2.16978
H -0.37743 1.43985 -1.00292
*
```

The HOMO-LUMO gap comes out at 10.6282 eV. Its HOMO energy is -9.71 eV. Its structure (SMILES) is CC(C)(C)O.

In the Mulliken picture, each atom carries the following charge in e: C -1.42; C 1.06; C -1.26; C -1.35; O -0.59; H 0.37; H 0.32; H 0.33; H 0.36; H 0.29; H 0.31; H 0.37; H 0.43; H 0.37; H 0.40


Run 2
Formula: C4H10O
Source: OMol25
Level of theory: ωB97M-V with the def2-TZVPD basis set

```
! wB97M-V def2-TZVPD RIJCOSX def2/J DEFGRID3
* xyz 0 1
C -0.49150 5.56327 4.19135
C -1.03587 4.85640 5.18023
H 0.55421 5.85251 4.17781
H -0.89060 5.50545 3.18067
H -0.36540 4.63131 6.00541
H -1.77159 4.09268 4.97711
C 1.28091 -3.40678 -2.72102
C 0.09347 -3.31661 -3.64963
O -1.09545 -3.82859 -3.08467
H 1.48656 -2.49329 -2.15244
H 2.15905 -3.63323 -3.32478
H 1.14791 -4.10587 -1.90134
H -0.03584 -2.34385 -4.13202
H 0.19577 -3.99119 -4.50167
H -1.23162 -3.38221 -2.24500
*
```

The HOMO-LUMO gap comes out at 11.3048 eV. Its HOMO energy is -10.23 eV. Its structure (SMILES) is C=C.CCO.

In the Mulliken picture, each atom carries the following charge in e: C -0.46; C -0.48; H 0.23; H 0.22; H 0.23; H 0.26; C -0.99; C -0.19; O -0.52; H 0.32; H 0.29; H 0.32; H 0.26; H 0.24; H 0.29


Run 3
Formula: C4H10O
Source: OMol25
Level of theory: ωB97M-V with the def2-TZVPD basis set

```
! wB97M-V def2-TZVPD RIJCOSX def2/J DEFGRID3
* xyz 0 1
C -1.04002 1.77193 -0.18585
C 0.29306 1.08712 -0.47912
O 0.99962 0.66792 0.60063
C 0.82377 -1.13487 1.03790
C 0.17074 -1.86953 -0.04216
H -1.59385 1.90917 -1.12254
H -0.93635 2.74592 0.30331
H -1.62469 1.12453 0.47907
H -0.05396 0.12149 -1.15155
H 0.89789 1.58134 -1.26003
H 0.26312 -0.97364 1.95289
H 1.89230 -1.25751 1.16383
H -0.82925 -2.26545 0.15654
H 0.79475 -2.54305 -0.63662
H -0.05712 -0.96537 -0.81629
*
```

The HOMO-LUMO gap comes out at 10.5088 eV. Its HOMO energy is -9.37 eV.

In the Mulliken picture, each atom carries the following charge in e: C -0.94; C 0.00; O -0.53; C -0.19; C -0.57; H 0.33; H 0.29; H 0.24; H 0.03; H 0.33; H 0.24; H 0.22; H 0.27; H 0.29; H -0.01


What should be chosen as the least stable of them? Choose run 3.


Run 1
Formula: C4H10O
Source: OMol25
Level of theory: ωB97M-V with the def2-TZVPD basis set

```
! wB97M-V def2-TZVPD RIJCOSX def2/J DEFGRID3
* xyz 0 1
C 1.51580 -0.41291 0.04399
C 0.65423 0.18344 0.87013
C 0.91339 1.45984 1.60787
O -0.58944 -0.29700 1.16072
H 2.49383 0.01861 -0.13353
H 1.27804 -1.34425 -0.46536
H 1.87586 1.88844 1.32126
H 0.12015 2.18352 1.39250
H 0.90878 1.27971 2.68831
H -0.73136 -1.10988 0.65609
C -1.68779 -0.76796 -1.82812
H -1.95891 -0.03631 -1.06354
H -0.66623 -0.57381 -2.16458
H -1.75094 -1.77926 -1.41257
H -2.37544 -0.69219 -2.67318
*
```

The HOMO-LUMO gap comes out at 9.7810 eV. Its HOMO energy is -8.87 eV. Its structure (SMILES) is C=C(C)O.C.

In the Mulliken picture, each atom carries the following charge in e: C -1.00; C 0.93; C -1.10; O -0.54; H 0.23; H 0.27; H 0.31; H 0.28; H 0.28; H 0.32; C -1.06; H 0.26; H 0.27; H 0.25; H 0.30


Run 2
Formula: C4H10O
Source: OMol25
Level of theory: ωB97M-V with the def2-TZVPD basis set

```
! wB97M-V def2-TZVPD RIJCOSX def2/J DEFGRID3
* xyz 0 1
C 0.65091 -1.51086 0.36080
C 0.95461 -0.04884 0.16122
C -0.15848 0.82006 -0.42011
C -1.33600 0.78643 0.50995
O -0.58001 0.33224 -1.72924
H 1.65176 -1.99063 0.68605
H 0.36922 -1.86122 -0.67178
H -0.21286 -1.77509 1.00650
H 1.77662 0.06882 -0.56467
H 1.34291 0.52646 1.01838
H 0.24980 1.87100 -0.50156
H -2.21037 1.30141 0.02512
H -1.62585 -0.22970 0.76051
H -1.20239 1.46254 1.48498
H 0.33012 0.24737 -2.12614
*
```

The HOMO-LUMO gap comes out at 11.2091 eV. Its HOMO energy is -10.27 eV. Its structure (SMILES) is CC[C@H](C)O.

In the Mulliken picture, each atom carries the following charge in e: C -0.89; C -0.70; C 0.39; C -1.25; O -0.56; H 0.29; H 0.23; H 0.28; H 0.39; H 0.34; H 0.22; H 0.34; H 0.29; H 0.27; H 0.36


Run 3
Formula: C4H10O
Source: OMol25
Level of theory: ωB97M-V with the def2-TZVPD basis set

```
! wB97M-V def2-TZVPD RIJCOSX def2/J DEFGRID3
* xyz 0 1
H 1.68920 2.61675 1.19917
H 0.98602 2.39689 1.31327
C -2.07035 -0.31335 -0.45204
C -1.17216 0.75744 0.09298
O -0.68886 0.75133 1.20153
H -1.62697 -0.73908 -1.35978
H -2.23024 -1.09740 0.29145
H -3.02547 0.14401 -0.73552
H -0.98111 1.60182 -0.60306
C 1.87490 -0.47833 -0.86703
C 1.22976 -1.51713 -0.34462
H 2.40605 -0.52934 -1.81591
H 1.92203 0.47418 -0.34547
H 1.22591 -2.49084 -0.82862
H 0.69828 -1.43821 0.60278
*
```

The HOMO-LUMO gap comes out at 11.1395 eV. Its HOMO energy is -10.00 eV. Its structure (SMILES) is [H][H].CC=O.C=C.

In the Mulliken picture, each atom carries the following charge in e: H 0.16; H -0.17; C -1.05; C 0.20; O -0.44; H 0.29; H 0.30; H 0.37; H 0.34; C -0.37; C -0.58; H 0.24; H 0.19; H 0.24; H 0.29


What should be chosen as the least stable of them? Choose run 3.


Run 1
Formula: C4H10O
Source: OMol25
Level of theory: ωB97M-V with the def2-TZVPD basis set

```
! wB97M-V def2-TZVPD RIJCOSX def2/J DEFGRID3
* xyz 0 1
C -1.96547 3.03727 1.26509
O -1.14985 2.20802 1.55948
H -2.82361 2.83840 0.60281
H -1.82426 4.04602 1.69515
C 1.46175 -2.17289 -0.61884
C 0.18936 -1.32003 -0.61362
C 0.38597 0.11033 -0.15631
H 2.32406 -1.57523 -0.33553
H 1.72490 -2.46458 -1.62843
H 1.47758 -3.03163 0.02359
H -0.63199 -1.88450 -0.13392
H -0.34444 -1.35505 -1.56377
H -0.54422 0.56744 0.18343
H 0.94098 0.37482 0.75086
H 0.77925 0.62161 -1.02999
*
```

The HOMO-LUMO gap comes out at 11.0383 eV. Its HOMO energy is -10.26 eV. Its structure (SMILES) is C=O.CCC.

In the Mulliken picture, each atom carries the following charge in e: C -0.11; O -0.38; H 0.22; H 0.25; C -1.07; C -0.28; C -1.11; H 0.33; H 0.28; H 0.30; H 0.36; H 0.30; H 0.25; H 0.35; H 0.31


Run 2
Formula: C4H10O
Source: OMol25
Level of theory: ωB97M-V with the def2-TZVPD basis set

```
! wB97M-V def2-TZVPD RIJCOSX def2/J DEFGRID3
* xyz 0 1
C -2.06378 0.40110 -0.40123
C -0.92325 -0.27249 0.34973
C 0.42874 0.06499 -0.24819
C 1.62209 -0.54593 0.45234
O 2.74688 0.30206 0.53431
H -2.01726 1.48867 -0.28274
H -3.07832 0.07670 -0.16705
H -1.95129 0.27539 -1.48090
H -0.91122 0.07872 1.37750
H -1.11426 -1.33894 0.36407
H 0.48231 -0.00275 -1.33743
H 0.53402 1.16475 -0.19277
H 1.90022 -1.46219 -0.09678
H 1.41871 -0.91070 1.45830
H 2.92641 0.68063 -0.32916
*
```

The HOMO-LUMO gap comes out at 11.2167 eV. Its HOMO energy is -10.16 eV. Its structure (SMILES) is CCCCO.

In the Mulliken picture, each atom carries the following charge in e: C -1.29; C -0.26; C -0.60; C -0.50; O -0.54; H 0.32; H 0.34; H 0.32; H 0.29; H 0.34; H 0.42; H 0.28; H 0.24; H 0.35; H 0.30


What should be chosen as the least stable of them? Choose run 1.


Run 1
Formula: C4H10O
Source: OMol25
Level of theory: ωB97M-V with the def2-TZVPD basis set

```
! wB97M-V def2-TZVPD RIJCOSX def2/J DEFGRID3
* xyz 0 1
C -1.01110 0.96707 0.66010
C 0.15019 0.54770 0.13647
C 1.24481 0.03965 1.03362
C 0.48108 0.69699 -1.31735
H -1.83033 1.17778 -0.01888
H -1.12237 1.16616 1.71548
H 1.32552 -1.04862 1.03802
H 1.03556 0.25331 2.08388
H 2.21220 0.45478 0.75576
H 0.04737 1.62232 -1.69541
H 0.08806 -0.11312 -1.93435
H 1.55429 0.76417 -1.47630
O -1.01263 -2.17901 -0.35218
H -1.61840 -2.82769 -0.74007
H -1.54427 -1.52149 0.11122
*
```

The HOMO-LUMO gap comes out at 9.9631 eV. Its HOMO energy is -9.09 eV. Its structure (SMILES) is C=C(C)C.O.

In the Mulliken picture, each atom carries the following charge in e: C -1.07; C 1.02; C -1.24; C -1.23; H 0.34; H 0.27; H 0.28; H 0.34; H 0.32; H 0.35; H 0.26; H 0.35; O -0.63; H 0.30; H 0.34


Run 2
Formula: C4H10O
Source: OMol25
Level of theory: ωB97M-V with the def2-TZVPD basis set

```
! wB97M-V def2-TZVPD RIJCOSX def2/J DEFGRID3
* xyz 0 1
C -0.88670 0.66755 0.98015
C 0.17009 0.22439 -0.00233
C -0.62158 -0.25221 -1.20451
C 1.09037 -0.84976 0.62031
O 0.93575 1.40390 -0.34853
H -1.47602 1.38081 0.51351
H -0.43764 1.08938 1.90410
H -1.41560 -0.25150 1.25246
H -1.55976 -0.88904 -0.98875
H 0.04294 -0.86597 -1.92388
H -1.08702 0.61395 -1.67065
H 1.62453 -0.57931 1.48438
H 1.79228 -1.13986 -0.12772
H 0.50977 -1.80088 0.86873
H 1.31858 1.24854 -1.35727
*
```

The HOMO-LUMO gap comes out at 11.1381 eV. Its HOMO energy is -10.26 eV. Its structure (SMILES) is CC(C)(C)O.

In the Mulliken picture, each atom carries the following charge in e: C -1.65; C 1.58; C -1.48; C -1.53; O -0.61; H 0.44; H 0.36; H 0.37; H 0.31; H 0.35; H 0.44; H 0.40; H 0.37; H 0.29; H 0.36


Run 3
Formula: C4H10O
Source: OMol25
Level of theory: ωB97M-V with the def2-TZVPD basis set

```
! wB97M-V def2-TZVPD RIJCOSX def2/J DEFGRID3
* xyz 0 1
C 3.16624 -0.73577 -0.61347
O 3.16866 0.47367 -0.49104
H 2.85162 -1.30240 -1.52306
H 3.29972 -1.39733 0.30622
C -2.09254 -0.71827 0.26132
C -1.44331 0.55785 0.19019
C 0.06861 0.87585 0.24964
H -1.79172 -1.13879 -0.77592
H -3.06473 -0.61805 0.22934
H -1.71827 -1.35672 1.10900
H -1.91513 1.24046 0.98141
H -1.80595 1.02373 -0.77217
H 0.06941 1.96074 0.30152
H 0.51230 0.49134 1.19092
H 0.69509 0.64370 -0.64389
*
```

The HOMO-LUMO gap comes out at 10.9227 eV. Its HOMO energy is -10.31 eV. Its structure (SMILES) is C=O.CCC.

In the Mulliken picture, each atom carries the following charge in e: C -0.06; O -0.39; H 0.24; H 0.22; C -1.08; C -0.21; C -0.88; H 0.21; H 0.40; H 0.27; H 0.26; H 0.23; H 0.28; H 0.30; H 0.20


What should be chosen as the least stable of them? Choose run 3.